{
  "formula": "C42H41MoNO3P2S",
  "method": "the ωB97M-V functional and the def2-TZVPD basis",
  "e_homo_ha": [-0.4964, -0.4965],
  "total_charge": 2,
  "spin_multiplicity": 3,
  "orbital_gap_ev": [5.7, 6.2],
  "de_lowest_kj_mol": 39.5,
  "lumo_energy_ev": [-7.774, -7.325],
  "symbols": ["Mo", "C", "C", "C", "C", "C", "C", "C", "C", "C", "H", "H", "H", "H", "H", "H", "H", "H", "H", "H", "H", "H", "H", "H", "H", "P", "P", "C", "C", "C", "C", "C", "C", "C", "C", "C", "C", "C", "C", "C", "C", "C", "C", "C", "C", "C", "C", "C", "C", "C", "C", "C", "C", "H", "H", "H", "H", "H", "H", "H", "H", "H", "H", "H", "H", "H", "H", "H", "H", "H", "H", "H", "H", "H", "H", "O", "C", "N", "S", "O", "O", "C", "C", "C", "C", "C", "C", "H", "H", "H", "H"],
  "xyz": [[0.06395, 0.57864, 1.28529], [-1.38326, 0.92919, -3.76718], [-1.50920, -0.39719, -3.64486], [-0.89968, -1.38484, -4.60738], [0.53935, -1.10411, -5.14540], [1.46108, -0.20604, -4.37240], [1.48280, 1.13150, -4.35464], [0.54140, 2.01338, -5.10722], [-0.94135, 1.58131, -5.05041], [1.81683, 0.46815, 2.70164], [-1.66781, 1.61404, -2.96045], [-2.21085, -0.83624, -2.92134], [-1.56075, -1.49910, -5.48948], [-0.88540, -2.37706, -4.12800], [1.04186, -2.08559, -5.16076], [0.46859, -0.81311, -6.20416], [2.30101, -0.74866, -3.91980], [2.33284, 1.66635, -3.92494], [0.83276, 2.07596, -6.16918], [0.62314, 3.03808, -4.71825], [-1.55862, 2.48542, -5.17294], [-1.15216, 0.94127, -5.91966], [1.44386, 1.21265, 3.43660], [2.86482, 0.73333, 2.48140], [1.79520, -0.52831, 3.17766], [-1.24795, -0.76282, -0.18237], [2.01350, 0.10578, 0.11090], [0.01631, -1.21410, -1.37489], [1.27188, -0.65483, -1.33806], [-2.27320, -2.21808, 0.09328], [-2.56978, -3.13401, -0.93500], [-3.33310, -4.26952, -0.65077], [-3.77115, -4.50973, 0.65685], [-3.46558, -3.61035, 1.68848], [-2.72592, -2.46686, 1.40401], [-2.40412, 0.63282, -0.57161], [-1.87892, 1.93058, -0.39068], [-2.72628, 3.03955, -0.48342], [-4.09897, 2.85947, -0.65190], [-4.62984, 1.57989, -0.77849], [-3.79049, 0.46642, -0.75585], [3.45531, -0.98794, 0.32987], [3.26633, -2.27678, 0.86689], [4.37811, -3.05136, 1.19923], [5.66721, -2.57170, 0.93906], [5.84499, -1.35464, 0.27771], [4.73989, -0.57054, -0.05238], [2.70272, 1.76481, -0.29028], [2.64608, 2.82380, 0.63637], [3.02547, 4.10567, 0.23441], [3.39457, 4.34454, -1.08946], [3.46906, 3.28810, -2.00295], [3.20673, 1.98308, -1.58023], [-0.17793, -2.06256, -2.05238], [1.99923, -0.89922, -2.10956], [-2.19124, -2.96794, -1.94502], [-3.55143, -4.99209, -1.44335], [-4.33429, -5.41288, 0.88621], [-3.77005, -3.81537, 2.71669], [-2.46527, -1.76452, 2.19935], [-0.79285, 2.06341, -0.13396], [-2.33073, 4.04643, -0.38412], [-4.75987, 3.72071, -0.67775], [-5.70640, 1.43782, -0.88022], [-4.21091, -0.53468, -0.84565], [2.25570, -2.66266, 1.02114], [4.23573, -4.02705, 1.66334], [6.53297, -3.15044, 1.25419], [6.84609, -1.00389, 0.02369], [4.88382, 0.36454, -0.59478], [2.29138, 2.64196, 1.65526], [2.99827, 4.91821, 0.96117], [3.61716, 5.36180, -1.40574], [3.71680, 3.48308, -3.04592], [3.37225, 1.14445, -2.26036], [0.09029, -1.96288, 3.63016], [-0.56807, -0.96314, 3.93916], [-0.87879, 0.05771, 3.02199], [-1.78081, 1.40242, 3.71310], [-0.93102, 2.57284, 3.71655], [-3.11212, 1.43129, 3.16454], [-1.76592, 0.60546, 5.30081], [-2.30925, 1.08965, 6.48603], [-2.21174, 0.28837, 7.63728], [-1.55171, -0.95282, 7.59191], [-0.97273, -1.40052, 6.40269], [-1.09859, -0.61014, 5.26056], [-2.79766, 2.06288, 6.48629], [-2.65578, 0.63791, 8.56747], [-1.50565, -1.56455, 8.49699], [-0.43222, -2.34385, 6.32942]],
  "atomic_forces_ev_per_a": [[-0.932, 2.598, 3.578], [-0.229, -0.184, -0.089], [-0.340, 0.251, -0.340], [-0.374, -0.204, -0.351], [-0.130, -0.703, -0.172], [0.592, 0.439, -0.122], [0.464, -0.431, -0.634], [-0.451, 0.539, 0.010], [0.284, 0.235, -0.188], [-0.029, -0.458, 0.334], [-0.347, -0.340, -0.353], [0.619, 0.296, 0.195], [0.218, -0.052, 0.392], [-0.135, 0.250, -0.105], [-0.217, 0.309, -0.205], [0.098, 0.235, 0.369], [-0.212, 0.367, -0.115], [-0.311, -0.398, 0.018], [0.072, -0.017, 0.318], [0.048, -0.209, -0.055], [0.144, -0.311, -0.090], [-0.080, 0.037, 0.424], [-0.122, -0.164, -0.459], [-0.492, -0.253, -0.321], [0.067, 0.454, -0.312], [-0.540, -0.921, -0.783], [1.866, -0.336, -0.909], [1.801, 0.095, -0.515], [-1.540, -1.106, -0.377], [-0.004, -0.480, 0.608], [0.085, 0.126, 0.176], [0.131, 0.072, 0.113], [0.166, 0.268, 0.097], [0.059, -0.095, -0.322], [0.118, 0.130, -0.118], [0.461, -0.102, 0.473], [-0.226, -0.421, 0.230], [0.263, 0.120, 0.312], [0.334, -0.074, -0.108], [0.146, -0.381, -0.012], [0.321, -0.060, 0.129], [-0.153, -0.505, 0.167], [0.161, 0.268, 0.084], [-0.080, 0.150, -0.188], [-0.223, 0.146, 0.029], [-0.135, -0.140, -0.048], [-0.103, 0.146, 0.292], [-0.286, -0.165, 0.177], [-0.302, -0.151, -0.321], [-0.065, -0.079, 0.112], [-0.139, -0.144, 0.090], [0.097, -0.167, 0.274], [-0.293, 0.332, -0.150], [0.026, 0.863, -0.003], [-0.302, -0.186, 0.185], [-0.195, -0.096, 0.214], [0.056, 0.346, 0.308], [0.112, 0.209, -0.108], [0.021, 0.070, -0.381], [-0.167, -0.274, -0.254], [-0.529, 0.416, -0.746], [-0.003, -0.179, 0.051], [0.161, -0.088, -0.003], [0.329, 0.044, -0.030], [0.125, 0.211, 0.007], [0.273, 0.134, 0.206], [0.055, 0.259, -0.145], [-0.182, 0.082, -0.151], [-0.301, -0.136, 0.056], [0.036, -0.193, 0.394], [0.188, 0.242, -0.363], [0.018, -0.190, -0.260], [-0.018, -0.243, 0.026], [0.171, -0.078, 0.299], [-0.256, 0.303, 0.171], [-1.263, 1.826, 0.375], [0.884, -1.103, -0.619], [0.098, 0.554, -0.966], [0.086, -1.400, 1.197], [-0.345, -0.565, -0.787], [1.092, 0.181, -0.065], [-0.086, 0.162, 0.626], [-0.050, -0.074, -0.127], [0.167, -0.035, -0.537], [-0.136, 0.244, -0.047], [-0.132, 0.127, 0.008], [-0.098, -0.345, 0.487], [0.032, -0.259, 0.218], [0.134, -0.086, -0.212], [0.060, 0.232, -0.364], [-0.187, 0.214, 0.098]]
}

{
  "formula": "C42H42Cl5N4O8PS2SiTi",
  "method": "the ωB97M-V functional and the def2-TZVPD basis",
  "e_homo_ha": [-0.0164, -0.0904],
  "total_charge": -2,
  "spin_multiplicity": 3,
  "orbital_gap_ev": [3.8, 5.8],
  "de_lowest_kj_mol": 22.4,
  "lumo_energy_ev": [3.390, 3.386],
  "symbols": ["Ti", "O", "C", "C", "C", "C", "N", "C", "C", "C", "C", "C", "C", "O", "C", "C", "N", "H", "H", "H", "H", "H", "H", "H", "H", "H", "H", "H", "H", "O", "C", "O", "C", "C", "C", "C", "C", "C", "C", "C", "C", "N", "H", "H", "H", "H", "H", "H", "Cl", "Si", "Cl", "Cl", "C", "C", "C", "O", "P", "S", "S", "O", "C", "C", "C", "H", "H", "H", "H", "H", "H", "H", "H", "H", "H", "H", "H", "H", "H", "Cl", "C", "C", "C", "C", "C", "Cl", "C", "N", "C", "C", "C", "C", "C", "C", "C", "C", "O", "O", "H", "H", "H", "H", "H", "H", "H", "H", "H", "H"],
  "xyz": [[-0.27786, -0.15319, 0.41905], [3.27166, 2.92418, 5.82311], [2.58895, 3.58096, 4.75246], [1.74786, 2.59449, 3.99839], [0.57582, 3.01005, 3.39978], [-0.09187, 2.13756, 2.55215], [0.34187, 0.90498, 2.31220], [1.44468, 0.46850, 2.95315], [2.17579, 1.28366, 3.79472], [1.81717, -0.92932, 2.65220], [2.77820, -1.63990, 3.36378], [3.03581, -2.95770, 3.02704], [4.14292, -3.72865, 3.69195], [5.38764, -3.52805, 3.03173], [2.29225, -3.54277, 2.00621], [1.34910, -2.77821, 1.34460], [1.13629, -1.50163, 1.64549], [3.75944, 3.59469, 6.30870], [3.31092, 4.01068, 4.04685], [1.95797, 4.39429, 5.11892], [0.21573, 4.02859, 3.48746], [-0.96793, 2.44660, 1.99794], [3.09141, 0.94216, 4.25271], [3.32623, -1.16955, 4.16790], [3.88928, -4.79625, 3.71146], [4.28388, -3.39204, 4.72083], [5.21220, -3.37979, 2.09526], [2.44715, -4.57633, 1.72505], [0.74233, -3.18069, 0.54287], [-3.12007, 2.40470, -0.78859], [-2.28508, 1.51768, -0.76794], [-1.56415, 1.22640, 0.31660], [-1.94832, 0.64931, -1.89836], [-2.62410, 0.70379, -3.11181], [-2.31384, -0.17924, -4.11563], [-1.27834, -1.14610, -3.89797], [-0.89461, -2.08514, -4.85947], [0.14269, -2.97897, -4.63383], [0.81459, -2.94466, -3.41748], [0.43244, -2.05412, -2.42995], [-0.60742, -1.13398, -2.63963], [-0.94730, -0.25417, -1.65570], [-3.39745, 1.45304, -3.21733], [-2.82797, -0.15946, -5.06904], [-1.41863, -2.08947, -5.80980], [0.43203, -3.68574, -5.40178], [1.65308, -3.60383, -3.23366], [0.97781, -2.02527, -1.49315], [2.30294, 1.30671, -2.56330], [2.15067, 0.59993, -0.59728], [3.47847, -1.13854, -0.71157], [3.47396, 1.85568, 0.48330], [-2.34562, 5.88831, -1.49342], [-2.05263, 6.32622, -0.07272], [-3.05618, 7.32052, 0.47753], [-0.75749, 6.95485, -0.04792], [0.39634, 6.23467, 0.85717], [0.04460, 6.57955, 2.78075], [0.61177, 4.38394, 0.23269], [1.63352, 7.20378, 0.47323], [2.02661, 7.65029, -0.82856], [1.83499, 6.64290, -1.94857], [1.34299, 8.97647, -1.13096], [-3.30233, 5.36745, -1.53932], [-1.57232, 5.19755, -1.82563], [-2.37104, 6.75566, -2.15969], [-2.02831, 5.43579, 0.56203], [-3.10197, 8.20511, -0.16275], [-2.75717, 7.62539, 1.48014], [-4.04881, 6.86883, 0.52093], [3.10142, 7.83171, -0.71537], [0.78039, 6.42828, -2.11251], [2.33482, 5.70247, -1.72953], [2.25344, 7.07034, -2.86387], [0.27405, 8.82255, -1.26723], [1.76259, 9.41462, -2.04011], [1.48970, 9.67091, -0.30322], [-3.08968, -6.90579, -1.72353], [-1.47263, -6.58032, -2.28215], [-1.22825, -6.81136, -3.62725], [0.04358, -6.69041, -4.14928], [1.08164, -6.33110, -3.30542], [0.82166, -6.06805, -1.97918], [2.14892, -5.55953, -0.97147], [-0.46110, -6.15884, -1.40432], [-0.60903, -5.85608, -0.07382], [-1.80054, -5.67403, 0.68210], [-2.06987, -6.57704, 1.70529], [-3.19698, -6.43029, 2.49219], [-4.06856, -5.37878, 2.24196], [-3.79126, -4.47360, 1.23377], [-2.64653, -4.58837, 0.44574], [-2.36199, -3.54120, -0.59881], [-2.43638, -2.15776, 0.06440], [-3.46610, -1.51937, 0.06142], [-1.32748, -1.83946, 0.67539], [-2.06072, -7.10277, -4.25238], [0.22438, -6.86225, -5.20041], [2.09174, -6.21516, -3.67265], [0.24983, -5.85187, 0.45299], [-1.38982, -7.40611, 1.85857], [-3.39838, -7.13557, 3.28838], [-4.95944, -5.25501, 2.84458], [-4.44609, -3.62931, 1.05659], [-3.11284, -3.59010, -1.39020], [-1.37773, -3.67450, -1.04614]],
  "atomic_forces_ev_per_a": [[-0.572, -0.544, -0.488], [-0.006, -0.010, 0.062], [-0.011, 0.033, -0.057], [-0.010, 0.048, 0.014], [0.039, -0.037, -0.046], [0.012, 0.082, -0.012], [0.086, -0.075, -0.056], [0.006, 0.176, 0.073], [-0.148, -0.038, -0.051], [-0.007, -0.226, -0.142], [-0.035, 0.075, -0.116], [-0.056, -0.119, -0.072], [-0.041, -0.021, 0.023], [0.033, -0.025, -0.023], [0.005, 0.095, 0.086], [0.143, 0.028, 0.003], [-0.032, 0.181, 0.232], [0.021, -0.027, -0.042], [-0.043, 0.016, 0.023], [-0.005, -0.023, -0.013], [0.023, 0.040, 0.023], [0.034, -0.011, 0.034], [0.021, -0.025, 0.014], [-0.005, 0.018, 0.011], [0.022, 0.046, -0.012], [-0.028, -0.017, -0.020], [0.003, 0.041, 0.006], [0.022, -0.016, 0.010], [-0.012, -0.013, 0.015], [-0.015, -0.067, -0.059], [-0.060, 0.112, 0.041], [0.071, 0.368, -0.004], [-0.148, -0.036, -0.096], [0.006, 0.016, 0.070], [-0.018, 0.000, -0.029], [0.009, -0.008, 0.045], [0.001, 0.007, -0.006], [0.014, 0.009, 0.002], [0.012, -0.005, -0.002], [-0.001, 0.021, 0.014], [0.093, -0.023, -0.079], [0.176, 0.135, 0.384], [-0.005, 0.008, 0.004], [-0.012, 0.002, -0.003], [-0.012, 0.002, -0.013], [0.008, -0.022, -0.018], [0.021, -0.009, 0.001], [-0.017, -0.016, -0.012], [0.005, 0.068, -0.020], [0.102, -0.263, 0.121], [0.029, -0.009, -0.007], [-0.034, 0.041, -0.012], [0.000, 0.015, 0.037], [-0.038, -0.047, -0.048], [-0.001, -0.022, 0.013], [0.044, 0.025, 0.082], [-0.056, -0.014, 0.027], [0.021, -0.025, -0.022], [0.121, 0.095, 0.131], [-0.034, -0.049, 0.018], [0.061, 0.035, -0.036], [0.025, 0.018, -0.031], [0.015, -0.002, 0.008], [-0.027, -0.023, -0.006], [0.009, -0.028, -0.009], [0.007, 0.023, -0.010], [-0.013, 0.030, 0.002], [0.008, 0.024, -0.012], [0.000, 0.000, 0.010], [-0.035, -0.011, -0.006], [-0.021, 0.008, -0.018], [-0.023, 0.000, -0.001], [0.002, -0.016, 0.007], [0.015, 0.001, -0.027], [-0.028, -0.009, -0.002], [0.007, 0.007, -0.018], [0.003, 0.012, 0.013], [-0.037, -0.017, -0.038], [-0.007, 0.001, -0.009], [-0.026, -0.003, 0.055], [0.044, 0.004, -0.002], [-0.020, -0.018, -0.004], [-0.006, -0.007, -0.025], [0.035, -0.002, -0.010], [0.005, 0.063, -0.036], [0.080, -0.176, 0.085], [-0.064, 0.147, -0.016], [0.009, 0.008, -0.013], [0.000, -0.021, 0.026], [-0.031, -0.014, 0.025], [0.015, -0.001, -0.020], [0.075, -0.089, 0.068], [-0.053, 0.081, -0.072], [0.170, -0.212, 0.002], [-0.101, 0.048, 0.003], [0.246, 0.122, 0.092], [-0.003, -0.004, -0.003], [0.007, -0.005, -0.019], [0.005, -0.001, -0.007], [-0.059, 0.052, -0.046], [0.009, -0.016, 0.004], [-0.006, -0.012, 0.009], [-0.008, 0.003, 0.011], [-0.009, 0.011, 0.003], [0.000, 0.026, 0.015], [-0.020, 0.006, 0.017]]
}

E_tot for the records above, in order: -83100.293 -191155.765 eV